[1]
DFT (ωB97M-V/def2-TZVPD) results for a structure of composition C16H22BFeN8S3 in a non-equilibrium geometry.

Each line ends with the natural charge from an NBO analysis.
Cartesian coordinates (Å):
Fe -0.0643 0.4371 0.1028  0.65
C -1.0861 0.1512 4.3898  -0.69
C -0.9992 0.5436 2.9475  0.27
N 0.0770 0.5663 2.2699  -0.22
N 1.2478 0.2357 2.8705  -0.43
C 2.3781 0.0952 2.1150  0.28
N 3.4769 -0.2127 2.8114  -0.76
S 2.3913 0.2956 0.4668  -0.04
C -2.2101 0.9402 2.1815  0.15
C -3.4232 1.1848 2.7946  -0.22
C -4.4989 1.5973 2.0206  -0.14
C -4.3137 1.7727 0.6653  -0.23
C -3.0573 1.5158 0.1340  0.08
N -2.0322 1.0937 0.8675  -0.46
H -0.4227 -0.6864 4.6103  0.23
H -2.0898 -0.1794 4.6426  0.25
H -0.8297 0.9853 5.0486  0.25
H 1.2624 0.0285 3.8551  0.39
H 3.5087 -0.2051 3.8166  0.40
H 4.3423 -0.3003 2.3065  0.43
H -3.5328 1.0779 3.8649  0.23
H -5.4605 1.7901 2.4780  0.24
H -5.1181 2.1039 0.0225  0.24
H -2.8627 1.6640 -0.9206  0.22
C -3.3691 -2.9766 0.5040  -0.40
N -2.9664 -2.0162 -0.5124  -0.36
C -3.7704 -1.5230 -1.5249  -0.07
C -3.0056 -0.6848 -2.2447  -0.07
N -1.7378 -0.6426 -1.6767  -0.52
B -0.4909 0.1156 -2.3101  0.24
N -0.8504 1.5768 -2.6843  -0.53
C -1.4303 1.9896 -3.8805  -0.07
C -1.5115 3.3310 -3.8624  -0.07
N -0.9718 3.7458 -2.6514  -0.35
C -0.8112 5.1216 -2.2017  -0.40
C -0.5658 2.6698 -1.9456  0.28
S 0.2067 2.7317 -0.4213  -0.18
C -1.7269 -1.4896 -0.6243  0.28
S -0.3975 -1.8318 0.4024  -0.20
H -4.4535 -2.9769 0.5725  0.22
H -2.9383 -2.6885 1.4599  0.23
H -3.0206 -3.9769 0.2522  0.22
H -4.7988 -1.8211 -1.6423  0.24
H -3.2572 -0.1085 -3.1194  0.24
H -0.1748 -0.4793 -3.3045  0.00
H 0.4733 0.1493 -1.5209  -0.02
H -1.6977 1.2901 -4.6552  0.24
H -1.8802 4.0279 -4.5954  0.24
H -1.1327 5.7856 -2.9987  0.22
H 0.2324 5.3173 -1.9643  0.23
H -1.4098 5.3002 -1.3101  0.22

Calculated values
Total energy (eV): -96437.06561
Maximum force (eV/Å): 2.76
Molar mass (g mol⁻¹): 489.266
HOMO energy (spin up / spin down) (eV): -10.16 / -10.17
Total charge: +1



[2]
DFT (ωB97M-V/def2-TZVPD) results for a structure of composition C17H39BCl16GaO3 in a non-equilibrium geometry.

Each line ends with the Mulliken charge.
Cartesian coordinates (Å):
C 4.9683 -2.3487 -1.1675  -0.82
Ga 3.2715 -1.1923 -1.6482  0.49
O 1.8490 -2.4314 -1.8613  -0.46
B 0.7143 -2.1409 -0.9436  0.41
O -0.6159 -2.6939 -1.3822  -0.50
O 0.8648 -1.3395 0.2999  -0.39
H 4.7592 -3.4823 -1.4178  0.23
H 5.9192 -1.9895 -1.7908  0.18
H 5.1438 -2.1785 -0.0058  0.11
H 3.4740 -0.4858 -3.1030  -0.34
H 3.0211 -0.0580 -0.5442  -0.23
H -0.4879 -2.9373 -2.3510  0.26
H 1.6576 -1.6439 0.8380  0.23
Cl 0.3112 -0.1391 -4.3381  -0.18
C 0.1780 0.8933 -2.8929  -0.01
C -0.6910 2.1164 -3.1383  -0.05
Cl 0.0700 3.2686 -4.2625  -0.23
H 1.1893 1.1736 -2.5820  0.22
H -0.2621 0.2768 -2.1033  -0.12
H -0.8534 2.6519 -2.1979  0.35
H -1.6690 1.8404 -3.5451  -0.11
Cl -3.7419 -2.3922 -2.6484  -0.22
C -3.8751 -1.3598 -1.2032  -0.08
C -4.7441 -0.1367 -1.4485  -0.27
Cl -3.9831 1.0155 -2.5727  -0.13
H -2.8638 -1.0795 -0.8922  0.28
H -4.3152 -1.9764 -0.4136  0.00
H -4.9065 0.3988 -0.5082  0.10
H -5.7221 -0.4127 -1.8554  0.36
Cl 4.2050 -0.0729 1.6365  -0.09
C 4.0718 0.9595 3.0817  -0.65
C 3.2027 2.1826 2.8363  -0.37
Cl 3.9638 3.3348 1.7121  -0.15
H 5.0831 1.2398 3.3926  0.34
H 3.6317 0.3429 3.8712  0.27
H 3.0404 2.7181 3.7767  0.32
H 2.2248 1.9066 2.4294  0.24
Cl -3.9557 1.5262 1.9025  -0.18
C -4.1549 0.4054 3.2723  -0.49
C -3.4383 -0.9157 3.0431  -0.19
Cl -4.1983 -1.8789 1.7527  -0.27
H -5.2270 0.2587 3.4373  0.33
H -3.7404 0.9054 4.1529  0.33
H -3.4749 -1.5214 3.9537  0.22
H -2.3872 -0.7630 2.7787  0.20
Cl 1.5536 -3.8146 5.6572  -0.22
C 0.0955 -4.3099 4.7624  -0.16
C -0.6054 -3.1305 4.1073  -0.33
Cl -1.3428 -2.0365 5.3032  -0.24
H -0.5663 -4.8364 5.4573  0.31
H 0.4204 -5.0212 3.9971  0.05
H -1.4152 -3.4893 3.4648  0.33
H 0.0835 -2.5448 3.4905  0.26
Cl -0.4177 -8.1392 4.5756  -0.18
C -1.7643 -7.6929 3.4988  -0.50
C -1.2843 -7.2982 2.1112  -0.45
Cl -0.3849 -5.7615 2.1217  -0.12
H -2.3262 -6.8838 3.9758  0.30
H -2.4184 -8.5675 3.4312  0.37
H -2.1424 -7.1584 1.4468  0.29
H -0.6385 -8.0668 1.6749  0.33
Cl 5.1050 6.0965 -0.2790  -0.17
C 4.9718 7.1288 1.1662  -0.36
C 4.1027 8.3520 0.9209  -0.44
Cl 4.8638 9.5041 -0.2033  -0.19
H 5.9831 7.4092 1.4772  0.32
H 4.5317 6.5123 1.9558  0.24
H 3.9404 8.8874 1.8612  0.29
H 3.1248 8.0759 0.5140  0.32
Cl -4.1497 5.6822 -8.3539  -0.20
C -2.5166 5.0985 -7.9484  -0.42
C -2.5029 3.6155 -7.6138  -0.45
Cl -3.3379 3.2633 -6.0811  -0.14
H -2.1371 5.7022 -7.1181  0.31
H -1.8868 5.2882 -8.8228  0.30
H -1.4711 3.2698 -7.4989  0.26
H -2.9746 3.0204 -8.4021  0.34

Calculated values
Total energy (eV): -277820.87425
Maximum force (eV/Å): 5.47
Molar mass (g mol⁻¹): 939.279
HOMO energy (eV): -4.73
Total charge: -1



[3]
DFT (ωB97M-V/def2-TZVPD) results for an isolated molecule of C3H7N3OS.

Each line ends with the natural charge from an NBO analysis.
Cartesian coordinates (Å):
C 2.3033 0.8460 -0.0211  -0.42
C 0.6424 -0.9101 -0.0598  0.33
C -2.0548 0.0929 -0.0369  0.53
H 3.0100 0.4236 -0.7323  0.20
H 2.3402 1.9419 -0.1561  0.22
H 2.6643 0.6397 0.9937  0.19
H 0.2025 1.0759 -0.2286  0.44
H 2.3848 -1.6617 0.1753  0.35
H -3.7257 -1.1251 0.1592  0.40
H -4.0233 0.5650 0.1740  0.41
N 0.9508 0.3920 -0.2425  -0.64
N 1.4003 -1.9103 0.1556  -0.74
N -3.3812 -0.1982 0.0494  -0.82
O -1.6334 1.2343 -0.0196  -0.64
S -1.0803 -1.4059 -0.2103  0.20

Calculated values
Total energy (eV): -20578.07540
Maximum force (eV/Å): 0.85
Molar mass (g mol⁻¹): 133.176
Energy relative to the best compared isomer or geometry (same formula, charge and spin) (eV): 0.1084
HOMO energy (eV): -9.05
SMILES: [H]/N=C(\NC)SC(N)=O
Total charge: 0



[4]
DFT (ωB97M-V/def2-TZVPD) results for the ion C3H8NO2S with charge -1 in a non-equilibrium geometry.

Each line ends with the natural charge from an NBO analysis.
Cartesian coordinates (Å):
C -0.8723 0.3929 1.7922  -1.21
C 0.8959 -1.2366 -0.8214  -0.41
C 0.8756 1.1702 -0.5318  -0.46
N 0.0520 -0.0353 -0.7877  -0.69
O -2.0454 1.2526 -0.4290  -1.00
O -1.9413 -1.1620 -0.0986  -1.05
S -1.3281 0.1491 0.1926  2.25
H -1.8209 0.5370 2.3642  0.21
H -0.4084 -0.6059 2.0439  0.19
H 0.2586 -2.1216 -0.7073  0.23
H 1.5119 -1.3201 -1.7130  0.18
H 1.5633 -1.3770 -0.0022  0.16
H 0.3329 2.0211 -0.9663  0.22
H 0.9303 1.2379 0.5561  0.23
H 1.9958 1.0977 -0.8917  0.16

Calculated values
Total energy (eV): -19659.66738
Maximum force (eV/Å): 3.32
Molar mass (g mol⁻¹): 122.169
Energy relative to the best compared isomer or geometry (same formula, charge and spin) (eV): 4.1526
HOMO energy (eV): -3.17
SMILES: C=[S@](=O)([O-])N(C)C
Total charge: -1